C28H29N7O2ReS as an isolated structure. Source: the Open Molecules 2025 dataset; level of theory: ωB97M-V with the def2-TZVPD basis set.

The geometry in XYZ format:
```
68
Properties=species:S:1:pos:R:3:mulliken_charge:R:1
Re 1.499 0.205 0.143 1.96
C -2.514 2.779 -5.292 -1.59
C -1.963 2.267 -4.012 0.09
C -2.594 2.519 -2.791 -1.29
C -2.082 2.036 -1.615 -0.46
C -0.890 1.265 -1.562 1.28
N -0.434 0.751 -0.388 -0.13
C -1.310 0.811 0.708 -0.83
C -2.528 0.128 0.697 0.37
C -3.373 0.168 1.785 -1.18
C -3.042 0.898 2.924 0.47
C -3.927 0.897 4.121 -1.57
C -1.842 1.607 2.931 -0.59
C -0.977 1.574 1.845 0.27
N 0.207 2.346 1.858 0.88
C 0.394 3.494 2.534 -0.03
C 1.672 3.942 2.270 -1.36
C 2.214 2.995 1.409 -0.09
N 1.322 2.038 1.162 -0.63
C -0.200 1.108 -2.795 0.75
C -0.750 1.589 -3.975 -0.68
N 1.110 0.601 -2.849 0.47
C 1.763 0.230 -3.970 -0.02
C 3.111 0.219 -3.691 -1.29
C 3.200 0.588 -2.353 -0.33
N 1.986 0.795 -1.843 -0.46
H -3.577 2.985 -5.207 0.42
H -2.350 2.078 -6.106 0.40
H -2.014 3.711 -5.560 0.32
H -3.490 3.121 -2.777 0.44
H -2.590 2.268 -0.692 0.52
H -2.800 -0.440 -0.179 0.61
H -4.305 -0.376 1.752 0.45
H -4.926 0.553 3.871 0.41
H -3.988 1.888 4.563 0.38
H -3.518 0.226 4.878 0.30
H -1.580 2.177 3.809 0.50
H -0.377 3.943 3.128 0.50
H 2.142 4.829 2.642 0.46
H 3.186 2.985 0.954 0.44
H -0.208 1.484 -4.899 0.44
H 1.262 -0.029 -4.876 0.52
H 3.910 -0.016 -4.362 0.50
H 4.084 0.749 -1.765 0.57
O 0.006 -0.320 4.061 -0.41
S 1.061 -1.004 3.342 0.09
N 1.208 -0.545 1.907 0.09
N 3.758 -0.147 0.714 -0.74
H 4.222 -0.735 0.027 0.28
H 3.812 -0.641 1.603 0.24
H 4.312 0.703 0.810 0.26
C 1.752 -3.942 -1.790 -1.71
C 1.440 -2.982 -0.688 0.23
O 1.605 -1.769 -0.872 -0.36
C 0.899 -3.551 0.550 0.80
C -0.181 -2.912 1.165 -0.32
C -0.760 -3.455 2.296 -0.46
C -0.254 -4.623 2.844 -0.48
C 0.818 -5.264 2.240 -0.81
C 1.383 -4.747 1.090 -0.47
H 1.840 -3.419 -2.739 0.37
H 0.980 -4.704 -1.844 0.45
H 2.691 -4.458 -1.590 0.40
H -0.603 -2.024 0.719 0.50
H -1.614 -2.969 2.737 0.54
H -0.705 -5.049 3.725 0.47
H 1.205 -6.179 2.657 0.44
H 2.211 -5.253 0.616 0.43
```

Properties
Charge: +2
Multiplicity: 4
⟨S²⟩: 3.81
LUMO (alpha / beta) in eV: -5.5 / -7.3
HOMO (alpha / beta) in hartree: -0.475 / -0.483
Frontier orbital gap (alpha / beta) in eV: 7.3819 / 5.8987

---

The molecule C28H29NO7. Source: the Open Molecules 2025 dataset; level of theory: ωB97M-V with the def2-TZVPD basis set.

The geometry in XYZ format:
```
65
Properties=species:S:1:pos:R:3:mulliken_charge:R:1
C 5.325 -2.992 -2.208 -0.82
O 5.000 -1.587 -2.306 -0.46
C 3.718 -1.205 -2.071 0.72
C 3.421 0.167 -2.245 -0.94
C 2.152 0.630 -1.968 -0.39
C 1.173 -0.205 -1.410 0.37
C -0.151 0.436 -0.961 -0.07
C -1.427 -0.354 -1.326 -0.30
C -2.690 0.234 -1.176 -0.15
C -3.862 -0.457 -1.459 -1.30
C -3.813 -1.752 -1.977 1.09
C -5.079 -2.505 -2.243 -1.46
C -2.563 -2.284 -2.299 -1.31
C -1.396 -1.563 -2.036 -0.64
C 1.477 -1.556 -1.243 -0.41
C 2.705 -2.081 -1.632 -1.27
H 6.399 -3.020 -2.394 0.25
H 5.097 -3.389 -1.207 0.32
H 4.785 -3.571 -2.972 0.32
H 4.206 0.835 -2.590 0.45
H 1.926 1.685 -2.116 0.43
H -0.222 1.376 -1.519 1.07
H -2.785 1.280 -0.902 0.80
H -4.825 0.034 -1.298 0.40
H -4.886 -3.580 -2.279 0.38
H -5.821 -2.295 -1.465 0.38
H -5.526 -2.215 -3.202 0.27
H -2.496 -3.253 -2.793 0.39
H -0.464 -1.962 -2.420 0.78
H 0.754 -2.253 -0.816 0.60
H 2.878 -3.157 -1.554 0.36
C -1.938 -2.314 3.590 -1.25
C -0.731 -2.081 2.737 -0.15
O -1.005 -0.850 2.014 -0.31
C 0.060 -0.449 1.330 -0.97
C -0.061 0.847 0.482 5.24
C -1.295 1.719 0.802 -1.11
O -1.572 2.711 0.114 -0.64
O -2.092 1.354 1.800 -0.32
C -3.241 2.241 1.924 -0.11
C -4.159 1.581 2.904 -1.24
C 1.190 1.775 0.740 -0.47
C 1.163 3.128 0.350 -0.48
C 2.296 3.939 0.395 -0.91
C 3.522 3.387 0.786 -0.21
N 4.715 4.143 0.631 0.98
O 5.811 3.614 0.927 -0.59
O 4.629 5.316 0.200 -0.60
C 3.577 2.057 1.222 -0.98
C 2.421 1.277 1.190 -0.20
O 1.079 -1.136 1.370 -0.65
H -1.886 -3.310 4.035 0.44
H -1.969 -1.591 4.413 0.29
H -2.863 -2.234 3.012 0.27
H 0.174 -1.943 3.342 0.30
H -0.566 -2.878 2.001 0.26
H -2.872 3.214 2.273 0.32
H -3.716 2.350 0.941 0.27
H -5.047 2.203 3.040 0.45
H -4.492 0.603 2.536 0.26
H -3.682 1.452 3.880 0.29
H 0.248 3.578 -0.011 0.49
H 2.251 4.977 0.091 0.49
H 4.524 1.635 1.536 0.48
H 2.518 0.243 1.490 0.48
```

Properties
Charge: 0
Multiplicity: 1
Structure (SMILES): CCOC(=O)C(C(=O)OCC)(c1ccc([N+](=O)[O-])cc1)[C@H](c1ccc(C)cc1)c1ccc(OC)cc1
LUMO in eV: -0.7
HOMO in hartree: -0.305
Frontier orbital gap in eV: 7.5919

---

C28H30AlF5N5O5Sb as an isolated structure. Source: the Open Molecules 2025 dataset; level of theory: ωB97M-V with the def2-TZVPD basis set.

The geometry in XYZ format:
```
75
Properties=species:S:1:pos:R:3:mulliken_charge:R:1
Al 0.989 0.343 0.080 -0.22
O 0.444 7.136 0.199 -0.69
C 1.551 6.583 0.112 0.31
O 2.706 7.014 -0.020 -0.70
C 1.464 5.042 0.163 0.34
C 2.501 4.300 0.723 -1.01
C 2.386 2.931 0.823 -0.20
N 1.311 2.280 0.361 0.33
C 0.325 2.988 -0.227 0.53
C 0.349 4.359 -0.319 -0.75
C -0.789 2.126 -0.772 0.22
O -1.821 2.569 -1.194 -0.66
O -0.510 0.824 -0.707 -0.09
H 3.388 4.819 1.059 0.48
H 3.160 2.318 1.272 0.59
H -0.482 4.901 -0.749 0.61
N 0.713 -1.251 3.780 0.05
C 0.346 0.003 4.230 -0.92
C 0.332 0.812 3.138 -0.24
N 0.688 0.067 2.040 0.68
C 0.915 -1.164 2.460 0.10
C 1.191 -2.137 1.414 -0.33
N 0.982 -1.716 0.186 0.65
C 1.324 -2.751 -0.649 -0.67
C 1.721 -3.811 0.106 -0.89
N 1.628 -3.406 1.421 0.10
H 0.812 -2.072 4.352 0.19
H 0.128 0.198 5.264 0.42
H 0.098 1.860 3.059 0.59
H 1.229 -2.667 -1.717 0.70
H 2.040 -4.801 -0.164 0.48
H 1.924 -3.939 2.220 0.19
C -2.317 -4.383 -1.131 -1.37
C -3.485 -3.463 -0.771 0.27
C -4.577 -4.240 -0.044 -1.42
Sb -2.667 -1.682 0.200 0.27
C -2.989 -2.123 2.323 0.50
C -4.416 -2.233 2.853 -1.36
C -2.173 -3.364 2.691 -1.16
C -4.241 -0.261 -0.222 0.25
C -4.177 0.889 0.781 -1.21
C -5.645 -0.840 -0.347 -1.35
H -2.667 -5.260 -1.686 0.45
H -1.810 -4.747 -0.231 0.25
H -1.575 -3.872 -1.746 0.28
H -3.903 -3.059 -1.698 0.49
H -4.191 -4.725 0.855 0.23
H -4.969 -5.032 -0.690 0.48
H -5.416 -3.609 0.246 0.23
H -2.515 -1.253 2.795 0.23
H -4.947 -3.069 2.399 0.18
H -4.992 -1.328 2.669 0.24
H -4.411 -2.402 3.936 0.47
H -2.680 -4.277 2.375 0.27
H -2.031 -3.436 3.777 0.41
H -1.185 -3.366 2.218 0.09
H -3.925 0.131 -1.193 0.41
H -4.494 0.575 1.779 0.23
H -4.836 1.702 0.467 0.46
H -3.171 1.307 0.852 0.10
H -5.985 -1.284 0.591 0.18
H -5.710 -1.601 -1.125 0.33
H -6.352 -0.046 -0.606 0.46
F 6.246 -2.075 -4.004 -0.30
C 5.341 -1.526 -3.193 0.62
C 5.709 -1.072 -1.939 0.16
F 6.974 -1.189 -1.536 -0.30
C 4.767 -0.510 -1.098 0.31
F 5.139 -0.102 0.122 -0.31
C 3.433 -0.368 -1.480 -0.10
O 2.551 0.174 -0.674 0.08
C 3.089 -0.845 -2.745 0.40
F 1.806 -0.769 -3.133 -0.36
C 4.020 -1.416 -3.592 -0.01
F 3.647 -1.874 -4.786 -0.30
```

Properties
Charge: 0
Multiplicity: 1
LUMO in eV: -1.5
HOMO in hartree: -0.276
Frontier orbital gap in eV: 6.0472

---

A 6-piece molecular cluster, C28H30BClF41O8P overall. Source: the Open Molecules 2025 dataset; level of theory: ωB97M-V with the def2-TZVPD basis set.

The geometry in XYZ format:
```
110
Properties=species:S:1:pos:R:3:mulliken_charge:R:1
C 2.484 4.698 -5.795 -1.38
C 3.795 4.036 -5.482 0.19
O 4.828 4.619 -6.229 -0.41
C 6.072 4.390 -5.697 -0.77
P 6.512 2.573 -5.486 0.76
F 5.840 2.292 -6.994 -0.42
Cl 7.391 2.942 -3.527 -0.43
B 8.151 1.697 -6.131 0.74
O 8.078 0.914 -7.244 -0.53
O 9.342 1.802 -5.530 -0.37
H 1.912 4.713 -4.900 0.36
H 1.958 4.114 -6.514 0.36
H 2.618 5.678 -6.193 0.34
H 4.021 4.087 -4.428 0.40
H 3.700 3.004 -5.754 -0.05
H 6.128 4.836 -4.730 0.52
H 6.812 4.786 -6.347 0.39
H 5.545 1.774 -4.899 -0.32
H 7.375 0.280 -7.106 0.33
H 9.734 0.932 -5.557 0.31
C 1.813 -1.151 -4.943 -0.92
C 3.222 -0.806 -5.457 1.07
C 4.063 -1.936 -6.055 -0.01
F 4.309 -2.909 -5.160 -0.22
F 5.260 -1.421 -6.447 -0.22
F 3.920 -0.186 -4.481 -0.28
F 3.049 0.093 -6.461 -0.34
O 1.649 -1.372 -3.556 -0.30
C 1.877 -2.596 -2.994 0.55
C 3.044 -2.556 -2.011 0.59
F 4.172 -2.131 -2.612 -0.24
F 3.272 -3.804 -1.534 -0.27
F 2.029 -3.544 -3.934 -0.30
F 0.777 -2.914 -2.280 -0.21
H 1.223 -0.256 -5.130 0.45
H 1.352 -1.941 -5.533 0.30
H 3.566 -2.364 -6.930 0.29
H 2.818 -1.892 -1.180 0.03
C 1.933 -1.026 4.385 -0.95
C 1.506 -1.009 2.907 1.06
C 2.461 -1.620 1.880 0.04
F 3.644 -0.987 1.839 -0.26
F 1.893 -1.510 0.643 -0.25
F 1.184 0.247 2.545 -0.26
F 0.367 -1.757 2.830 -0.33
O 2.507 0.149 4.919 -0.24
C 3.844 0.409 4.797 0.75
C 4.094 1.654 3.947 0.61
F 3.557 1.512 2.719 -0.24
F 5.427 1.828 3.803 -0.28
F 4.519 -0.661 4.345 -0.31
F 4.305 0.676 6.037 -0.30
H 1.004 -1.133 4.940 0.43
H 2.527 -1.907 4.624 0.30
H 2.631 -2.680 2.087 0.31
H 3.656 2.525 4.434 -0.07
C -2.143 -3.998 -0.756 -0.69
C -3.021 -2.914 -1.414 0.96
C -3.572 -1.809 -0.512 0.12
F -4.375 -2.297 0.458 -0.23
F -4.318 -0.965 -1.265 -0.26
F -4.024 -3.504 -2.094 -0.27
F -2.241 -2.284 -2.331 -0.31
O -2.769 -5.227 -0.426 -0.43
C -3.438 -5.400 0.754 0.71
C -4.931 -5.644 0.524 0.16
F -5.487 -4.623 -0.156 -0.19
F -5.546 -5.740 1.722 -0.26
F -3.220 -4.383 1.604 -0.28
F -2.944 -6.512 1.330 -0.31
H -1.418 -4.279 -1.516 0.34
H -1.560 -3.603 0.074 0.45
H -2.760 -1.241 -0.050 0.27
H -5.078 -6.567 -0.039 0.24
C 1.797 2.817 7.830 -0.80
C 1.707 3.626 6.523 1.08
C 1.252 5.085 6.611 0.00
F 0.005 5.188 7.105 -0.22
F 1.253 5.611 5.363 -0.27
F 0.953 2.955 5.633 -0.28
F 2.980 3.670 6.019 -0.38
O 0.718 1.964 8.154 -0.38
C -0.386 2.431 8.816 0.80
C -1.639 2.335 7.946 0.21
F -1.478 3.019 6.799 -0.21
F -2.679 2.869 8.619 -0.26
F -0.194 3.673 9.286 -0.29
F -0.581 1.627 9.878 -0.30
H 2.627 2.131 7.675 0.40
H 2.080 3.445 8.673 0.33
H 1.940 5.664 7.234 0.31
H -1.853 1.290 7.710 0.24
C -7.604 -1.348 -0.171 -0.39
C -7.924 -0.734 -1.547 0.93
C -8.220 0.766 -1.608 0.08
F -9.306 1.095 -0.881 -0.23
F -8.463 1.109 -2.896 -0.27
F -8.924 -1.431 -2.126 -0.29
F -6.811 -0.916 -2.302 -0.29
O -8.650 -2.008 0.522 -0.43
C -9.523 -1.322 1.316 0.76
C -10.948 -1.393 0.767 0.21
F -11.004 -0.905 -0.485 -0.21
F -11.756 -0.645 1.551 -0.27
F -9.126 -0.055 1.519 -0.30
F -9.535 -1.933 2.517 -0.30
H -6.895 -2.145 -0.381 0.08
H -7.080 -0.644 0.473 0.40
H -7.359 1.339 -1.253 0.28
H -11.297 -2.427 0.762 0.25
```

Properties
Charge: 0
Multiplicity: 1
Structure (SMILES): FC(F)C(F)(F)COC(F)(F)C(F)F.FC(F)C(F)(F)COC(F)(F)C(F)F.FC(F)C(F)(F)COC(F)(F)C(F)F.FC(F)C(F)(F)COC(F)(F)C(F)F.FC(F)C(F)(F)COC(F)(F)C(F)F.CCOC[PH](F)(Cl)B(O)O
LUMO in eV: 0.1
HOMO in hartree: -0.363
Frontier orbital gap in eV: 10.0054

---

C28H30BN10S2Sr as an isolated structure. Source: the Open Molecules 2025 dataset; level of theory: ωB97M-V with the def2-TZVPD basis set.

The geometry in XYZ format:
```
72
Properties=species:S:1:pos:R:3:mulliken_charge:R:1
Sr 0.413 0.269 -0.622 1.47
C -0.426 -0.882 2.524 -1.21
N 0.888 -0.484 2.001 1.62
C 1.728 -1.685 1.874 -1.09
C 3.061 -1.418 1.202 -1.48
N 2.968 -1.247 -0.252 0.98
C 2.561 -2.482 -0.930 -1.13
C 4.032 -0.553 -0.842 0.34
C 5.235 -0.324 -0.169 -0.25
C 6.291 0.304 -0.792 -0.75
C 6.212 0.722 -2.124 -0.64
C 5.043 0.529 -2.804 -0.69
C 3.905 -0.047 -2.181 0.64
S 2.428 0.044 -2.993 -0.35
C 1.531 0.526 2.843 -1.28
C 1.523 0.325 4.223 -0.48
C 2.105 1.225 5.096 -0.93
C 2.717 2.356 4.568 -0.59
C 2.739 2.555 3.205 -0.78
C 2.160 1.656 2.291 1.24
S 2.326 2.032 0.581 -0.23
H -0.353 -1.510 3.420 0.41
H -0.961 -1.451 1.763 0.09
H -1.008 0.005 2.763 0.45
H 1.150 -2.446 1.342 0.57
H 1.933 -2.106 2.871 0.35
H 3.750 -2.242 1.431 0.38
H 3.460 -0.497 1.622 0.51
H 3.059 -3.347 -0.475 0.29
H 2.817 -2.440 -1.983 0.58
H 1.482 -2.641 -0.863 0.16
H 5.368 -0.658 0.848 0.39
H 7.210 0.453 -0.239 0.39
H 7.057 1.196 -2.602 0.40
H 4.922 0.855 -3.829 0.43
H 1.043 -0.560 4.622 0.26
H 2.079 1.051 6.163 0.41
H 3.178 3.085 5.221 0.37
H 3.219 3.435 2.796 0.45
C -3.024 2.504 1.770 -1.30
C -1.709 2.219 1.395 -0.65
N -1.689 1.392 0.359 0.16
N -2.980 1.133 0.036 0.13
C -3.798 1.794 0.878 -0.01
B -3.191 0.238 -1.198 0.13
N -2.702 -1.228 -0.899 0.32
C -3.530 -2.260 -0.638 -0.18
C -2.776 -3.371 -0.330 -1.34
C -1.462 -2.918 -0.435 -0.42
N -1.417 -1.630 -0.753 0.14
N -2.446 0.867 -2.419 0.55
C -3.002 1.651 -3.364 -0.32
C -2.006 2.149 -4.173 -1.13
C -0.836 1.619 -3.626 -0.22
N -1.099 0.860 -2.572 -0.52
N -4.656 0.099 -1.620 0.68
C -5.085 -0.479 -2.769 -0.39
C -6.451 -0.593 -2.708 -0.95
C -6.776 -0.079 -1.440 -0.33
N -5.704 0.356 -0.806 -1.06
H -3.369 3.139 2.566 0.44
H -0.770 2.562 1.805 0.53
H -4.863 1.706 0.770 0.50
H -4.597 -2.127 -0.688 0.35
H -3.134 -4.354 -0.084 0.44
H -0.542 -3.462 -0.283 0.38
H -4.067 1.800 -3.397 0.49
H -2.115 2.795 -5.024 0.43
H 0.185 1.761 -3.946 0.34
H -4.387 -0.767 -3.537 0.54
H -7.106 -0.995 -3.459 0.44
H -7.744 0.022 -0.978 0.47
```

Properties
Charge: 0
Multiplicity: 2
⟨S²⟩: 0.77
LUMO (alpha / beta) in eV: 0.4 / -2.5
HOMO (alpha / beta) in hartree: -0.254 / -0.253
Frontier orbital gap (alpha / beta) in eV: 7.2737 / 4.3695

---

C28H30BN6O2RbSb as an isolated structure. Source: the Open Molecules 2025 dataset; level of theory: ωB97M-V with the def2-TZVPD basis set.

The geometry in XYZ format:
```
69
Properties=species:S:1:pos:R:3:mulliken_charge:R:1
Rb 0.129 -1.194 1.734 0.80
C 2.010 1.557 4.567 -1.22
C 2.066 0.077 4.826 0.71
N 1.844 -0.433 5.981 -0.54
O 1.534 0.577 6.929 -0.44
C 2.351 -0.864 3.729 0.38
C 2.552 -2.323 4.027 -1.07
N 2.384 -0.354 2.532 -0.17
O 2.504 -1.167 1.522 -0.60
H 0.968 1.882 4.511 0.22
H 2.495 1.785 3.624 0.34
H 2.475 2.097 5.389 0.45
H 1.371 0.052 7.716 0.36
H 3.046 -2.427 4.992 0.37
H 3.159 -2.758 3.234 0.33
H 1.608 -2.874 4.081 0.16
B -3.327 -0.955 0.498 0.31
N -3.144 -2.193 1.439 0.56
C -4.021 -2.613 2.374 -0.27
C -3.426 -3.615 3.114 -0.74
C -2.149 -3.739 2.540 -0.30
N -1.990 -2.882 1.532 -0.79
N -3.011 0.334 1.331 0.44
C -3.882 1.022 2.093 -0.31
C -3.193 2.022 2.753 -1.05
C -1.869 1.860 2.313 -0.46
N -1.769 0.844 1.458 -0.28
H -4.491 -0.900 0.158 -0.17
H -2.553 -1.035 -0.429 -0.36
H -5.005 -2.175 2.450 0.39
H -3.846 -4.168 3.938 0.38
H -1.357 -4.426 2.797 0.47
H -4.930 0.761 2.115 0.40
H -3.588 2.753 3.440 0.42
H -0.996 2.444 2.568 0.62
C -0.410 -2.633 -5.575 -0.40
C -1.392 -2.481 -4.603 -0.74
C -1.118 -1.765 -3.444 -0.24
C 0.135 -1.181 -3.245 -0.11
C 1.115 -1.346 -4.221 -0.02
C 0.844 -2.068 -5.380 -0.72
Sb 0.414 -0.030 -1.438 0.79
C -0.618 1.681 -2.247 -0.01
C -0.807 1.886 -3.613 0.06
C -1.465 3.020 -4.074 -0.63
C -1.946 3.963 -3.173 -0.41
C -1.770 3.768 -1.810 -0.56
C -1.113 2.632 -1.351 -0.67
C 2.384 0.657 -1.961 0.12
C 2.631 1.853 -2.632 0.11
C 3.935 2.239 -2.929 -0.66
C 5.003 1.436 -2.552 -0.43
C 4.768 0.252 -1.864 -0.63
C 3.468 -0.129 -1.560 -0.50
H -0.621 -3.193 -6.479 0.35
H -2.371 -2.925 -4.745 0.40
H -1.891 -1.660 -2.688 0.23
H 2.096 -0.904 -4.087 0.36
H 1.615 -2.187 -6.134 0.38
H -0.441 1.157 -4.327 0.41
H -1.601 3.168 -5.138 0.37
H -2.466 4.843 -3.533 0.36
H -2.160 4.492 -1.104 0.39
H -1.005 2.472 -0.285 0.32
H 1.806 2.485 -2.939 0.36
H 4.116 3.171 -3.454 0.38
H 6.019 1.740 -2.779 0.35
H 5.600 -0.364 -1.543 0.39
H 3.298 -1.024 -0.972 0.23
```

Properties
Charge: -1
Multiplicity: 1
LUMO in eV: 2.4
HOMO in hartree: -0.170
Frontier orbital gap in eV: 7.0735